{"formula": "C17H20MnN5O4S4", "method": "ωB97M-V with the def2-TZVPD basis set", "e_above_lowest_kj_mol": 72.6, "lumo_ev": [-7.86, -6.57], "homo_ha": [-0.508, -0.508], "e_tot_ha": -3977.8460, "charge": 2, "multiplicity": 5, "symbols": ["Mn", "N", "C", "N", "C", "C", "S", "C", "C", "S", "C", "N", "N", "H", "H", "H", "H", "H", "H", "O", "S", "O", "N", "C", "O", "C", "C", "C", "C", "C", "C", "H", "H", "H", "H", "C", "C", "S", "O", "C", "C", "H", "H", "H", "H", "H", "H", "H", "H", "H", "H"], "xyz": [[0.20206, 0.57794, 0.27647], [-2.90870, 0.66382, -1.57270], [-2.50067, 1.78961, -0.95849], [-1.48030, 1.82175, -0.12135], [-1.27855, 3.10620, 0.37410], [-2.16362, 4.02880, -0.05847], [-3.29601, 3.30670, -1.14610], [-0.13320, 3.25833, 1.26557], [0.18711, 4.28315, 2.07921], [1.64191, 3.94776, 2.94130], [1.74337, 2.40464, 2.18396], [0.75155, 2.17095, 1.33298], [2.71514, 1.52251, 2.46088], [-2.26966, -0.11611, -1.61380], [-3.61045, 0.71378, -2.29293], [-2.21247, 5.07964, 0.16856], [-0.34754, 5.20367, 2.23855], [3.45213, 1.81692, 3.08352], [3.02512, 0.92597, 1.70291], [3.32348, 0.96427, -0.32850], [2.79620, 1.20773, -1.64781], [3.06372, 2.42463, -2.31991], [1.11379, 0.95510, -1.46619], [0.87991, -0.33889, -1.73926], [-0.10242, -0.82907, -1.08601], [1.88278, -1.03148, -2.54331], [1.83066, -2.26908, -3.16486], [2.94267, -2.66598, -3.89740], [4.06472, -1.85052, -4.00058], [4.12544, -0.60917, -3.36792], [3.01680, -0.23133, -2.64767], [0.94975, -2.89265, -3.10121], [2.93535, -3.62056, -4.40431], [4.91108, -2.18620, -4.58379], [5.00231, 0.01818, -3.44225], [-3.97339, -1.86277, 2.04890], [-2.98928, -0.70727, 2.05796], [-1.34385, -1.02854, 2.77701], [-0.32690, -0.43296, 1.76960], [-1.11528, -2.81174, 2.62762], [-0.88568, -3.34960, 1.22773], [-4.91969, -1.49124, 1.65727], [-4.17166, -2.23982, 3.05181], [-3.64845, -2.68384, 1.41563], [-3.37267, 0.11466, 2.66361], [-2.78933, -0.31773, 1.05959], [-2.00057, -3.22793, 3.11523], [-0.27006, -3.01374, 3.28685], [-1.81354, -3.46842, 0.67300], [-0.41484, -4.32827, 1.30474], [-0.21826, -2.70179, 0.66027]], "forces_ev_per_angstrom": [[-0.3959, 0.2634, -0.0479], [-0.0667, -0.1375, -0.0735], [0.0589, 0.0826, 0.1357], [-0.1128, 0.0663, -0.2093], [-0.1486, 0.1707, -0.0335], [0.1283, -0.1767, 0.0369], [0.0817, -0.0605, 0.0718], [-0.0117, 0.1572, 0.1650], [-0.0404, -0.1908, -0.1263], [-0.0188, -0.1315, -0.0684], [0.0338, 0.0058, 0.0827], [0.0334, 0.2559, -0.0984], [0.1090, -0.0425, -0.0350], [-0.0054, 0.0274, -0.0158], [0.0138, -0.0045, 0.0092], [0.0072, 0.0311, 0.0058], [-0.0229, 0.0182, -0.0145], [-0.0228, -0.0163, 0.0105], [-0.0100, 0.0440, 0.0106], [0.0396, 0.0072, -0.0171], [-0.0880, 0.2018, -0.0319], [-0.0167, -0.0494, -0.0055], [0.5635, -0.3515, 0.3741], [0.1158, 0.0665, -0.1329], [-0.2128, -0.1430, 0.0151], [-0.0978, -0.0106, -0.1556], [-0.0033, 0.0407, 0.0296], [-0.0229, -0.0165, 0.0017], [0.0124, 0.0272, 0.0015], [-0.0180, -0.0074, 0.0082], [0.0093, 0.0259, 0.0228], [-0.0121, -0.0035, 0.0118], [-0.0099, -0.0095, -0.0050], [0.0123, -0.0022, -0.0025], [0.0110, 0.0192, 0.0079], [-0.0383, -0.0409, 0.0955], [0.1149, 0.1209, -0.0694], [-0.0264, -0.0815, 0.0126], [0.0022, -0.1847, 0.1406], [-0.0338, 0.0233, 0.0651], [0.0144, 0.0498, -0.0558], [-0.0064, -0.0051, -0.0006], [0.0057, -0.0026, 0.0018], [-0.0169, 0.0007, -0.0018], [0.0324, 0.0408, -0.0298], [0.0162, -0.0817, -0.0615], [0.0466, -0.0298, 0.0104], [0.0279, 0.0617, -0.0236], [-0.0006, 0.0425, -0.0326], [-0.0262, -0.0145, 0.0003], [-0.0040, -0.0560, 0.0207]], "lowdin_charge": [1.03, 0.14, -0.66, 0.00, -0.31, -0.29, 1.15, -0.30, -0.29, 1.16, -0.64, -0.02, 0.14, 0.09, 0.12, 0.10, 0.10, 0.12, 0.08, -0.29, 0.72, -0.21, -0.07, -0.45, -0.04, -0.13, 0.03, -0.02, 0.00, 0.01, -0.20, 0.13, 0.13, 0.13, 0.14, -0.10, -0.35, 1.10, -0.61, -0.36, -0.09, 0.10, 0.09, 0.07, 0.10, 0.06, 0.10, 0.10, 0.08, 0.10, 0.05]}